No. 1
{"formula": "CH3IOS", "method": "the ωB97M-V functional and the def2-TZVPD basis", "relative_energy_kcal_mol": 71.1, "orbital_gap_ev": [7.7, 8.2], "lumo_ha": [-0.0238, -0.0084], "species": ["C", "O", "S", "I", "H", "H", "H"], "coordinates": [[-0.816, 0.646, 0.542], [-0.316, -0.976, -1.007], [1.038, -1.473, -0.728], [0.742, 0.294, 1.726], [-0.474, 1.573, 0.039], [-1.820, 0.435, 0.847], [1.645, -0.498, -1.418]], "nbo_charge": [-0.538, -0.833, 0.649, 0.274, 0.206, 0.212, 0.030]}


No. 2
{"formula": "C5H13O3", "method": "the ωB97M-V functional and the def2-TZVPD basis", "relative_energy_kcal_mol": 31.0, "orbital_gap_ev": 6.6, "lumo_ha": 0.1293, "charge": -1, "species": ["C", "O", "C", "C", "C", "C", "O", "H", "H", "H", "H", "H", "H", "H", "H", "H", "H", "H", "H", "H", "O"], "coordinates": [[-2.174, -0.936, -0.267], [-2.596, 0.308, -0.457], [-0.740, -1.251, -1.017], [0.458, -1.474, -0.080], [1.804, -0.712, -0.303], [1.778, 0.721, 0.198], [2.848, 0.789, 1.182], [-2.105, -1.086, 0.838], [-2.812, -1.851, -0.621], [-0.924, -2.249, -1.462], [-0.662, -0.583, -1.869], [0.703, -2.546, 0.023], [0.094, -1.183, 0.930], [2.512, -1.366, 0.255], [2.114, -0.681, -1.359], [1.895, 1.496, -0.581], [0.865, 0.949, 0.762], [2.837, 1.629, 1.650], [-1.528, 1.872, -0.418], [-2.028, 1.419, 0.820], [-1.453, 2.202, 0.493]], "nbo_charge": [0.024, -0.960, -0.469, -0.392, -0.423, -0.074, -0.755, 0.082, 0.050, 0.169, 0.200, 0.179, 0.197, 0.212, 0.188, 0.154, 0.203, 0.459, 0.491, 0.501, -1.037]}


No. 3
{"formula": "C4H5NO2", "method": "the ωB97M-V functional and the def2-TZVPD basis", "relative_energy_kcal_mol": 111.1, "smiles": "C#C/C(CO)=N/O", "orbital_gap_ev": 9.6, "lumo_ha": 0.0096, "species": ["C", "C", "C", "C", "O", "N", "O", "H", "H", "H", "H", "H"], "coordinates": [[-2.637, -1.240, -0.355], [-1.499, -0.800, -0.260], [-0.180, -0.168, -0.235], [0.563, 0.166, 0.985], [1.406, 1.295, 0.831], [0.243, -0.101, -1.496], [1.579, 0.277, -1.620], [-3.626, -1.640, -0.470], [-0.084, 0.231, 1.932], [1.302, -0.627, 1.165], [0.958, 2.045, 0.304], [1.976, 0.562, -0.781]], "nbo_charge": [-0.185, -0.056, 0.038, -0.130, -0.719, -0.014, -0.558, 0.242, 0.209, 0.212, 0.487, 0.473]}


No. 4
{"formula": "C33H31F5N2O7PReS", "method": "the ωB97M-V functional and the def2-TZVPD basis", "multiplicity": 2, "relative_energy_kcal_mol": 42.2, "s2": 0.796, "orbital_gap_ev": [7.3, 7.3], "lumo_ha": [-0.1451, -0.1383], "charge": 1, "species": ["Re", "O", "C", "C", "C", "C", "C", "C", "C", "P", "C", "C", "C", "C", "C", "C", "C", "C", "C", "C", "C", "C", "H", "H", "H", "H", "H", "H", "H", "H", "H", "H", "H", "H", "H", "H", "C", "C", "C", "C", "C", "C", "C", "S", "O", "O", "N", "C", "C", "C", "O", "O", "H", "H", "H", "H", "H", "H", "H", "H", "H", "H", "H", "H", "N", "C", "C", "O", "O", "H", "H", "H", "H", "H", "F", "C", "F", "C", "F", "F", "F"], "coordinates": [[-0.440, 1.630, -1.240], [-1.782, 3.904, -1.498], [-1.788, 3.078, -0.620], [-2.523, 3.161, 0.666], [-3.157, 4.304, 1.128], [-3.748, 4.266, 2.382], [-3.707, 3.099, 3.145], [-3.078, 1.957, 2.669], [-2.480, 2.004, 1.417], [-1.645, 0.644, 0.581], [-2.948, -0.412, -0.104], [-4.288, -0.061, -0.001], [-5.264, -0.860, -0.585], [-4.909, -2.015, -1.260], [-3.569, -2.376, -1.359], [-2.591, -1.575, -0.795], [-0.768, -0.275, 1.859], [-0.781, -1.664, 1.947], [-0.093, -2.297, 2.972], [0.596, -1.553, 3.916], [0.606, -0.165, 3.839], [-0.066, 0.472, 2.811], [-3.166, 5.199, 0.520], [-4.234, 5.148, 2.775], [-4.165, 3.084, 4.125], [-3.054, 1.053, 3.266], [-4.584, 0.842, 0.516], [-6.304, -0.574, -0.509], [-5.673, -2.640, -1.702], [-3.291, -3.293, -1.864], [-1.551, -1.863, -0.874], [-1.315, -2.264, 1.227], [-0.096, -3.377, 3.025], [1.126, -2.053, 4.716], [1.141, 0.419, 4.575], [-0.050, 1.551, 2.755], [5.936, 0.365, 2.485], [4.991, -0.605, 1.832], [3.692, -0.222, 1.512], [2.822, -1.096, 0.876], [3.257, -2.378, 0.563], [4.545, -2.789, 0.894], [5.400, -1.900, 1.519], [2.228, -3.506, -0.315], [2.613, -4.817, 0.099], [0.868, -3.042, -0.251], [2.636, -3.367, -1.893], [1.931, -2.447, -2.767], [2.292, -0.955, -2.649], [1.130, -0.070, -2.309], [1.237, 1.171, -2.486], [0.013, -0.456, -1.828], [5.400, 1.079, 3.109], [6.481, 0.934, 1.730], [6.670, -0.150, 3.103], [3.357, 0.772, 1.779], [1.806, -0.804, 0.641], [4.858, -3.804, 0.688], [6.401, -2.220, 1.782], [3.619, -3.526, -2.063], [0.871, -2.572, -2.555], [2.104, -2.802, -3.784], [2.708, -0.564, -3.580], [3.057, -0.773, -1.890], [-1.452, -1.266, -4.110], [-1.252, 0.193, -4.452], [-2.340, 0.873, -3.629], [-3.477, 0.780, -4.028], [-1.994, 1.320, -2.472], [-0.859, -1.888, -4.661], [-2.433, -1.510, -4.282], [-1.247, -1.396, -3.110], [-1.449, 0.313, -5.513], [-0.233, 0.470, -4.193], [2.168, 2.436, -0.347], [0.968, 3.072, -0.486], [1.054, 3.915, -1.578], [0.843, 3.985, 0.751], [2.013, 4.544, 1.069], [-0.045, 4.955, 0.564], [0.450, 3.252, 1.809]], "lowdin_spin": [0.789, 0.034, -0.004, -0.002, 0.000, 0.000, -0.001, 0.000, 0.000, 0.019, 0.000, -0.001, 0.000, -0.001, 0.000, 0.000, 0.009, 0.001, 0.000, 0.001, 0.000, 0.003, 0.000, 0.000, 0.000, 0.000, 0.000, 0.000, 0.000, 0.000, 0.000, 0.000, 0.000, 0.000, 0.000, 0.000, 0.000, 0.000, 0.000, 0.001, 0.000, 0.000, 0.000, 0.000, 0.000, 0.000, 0.000, 0.000, 0.001, 0.018, 0.005, 0.023, 0.000, 0.000, 0.000, 0.000, 0.001, 0.000, 0.000, 0.000, 0.000, 0.000, 0.000, 0.001, 0.001, 0.000, 0.005, 0.018, 0.023, 0.000, 0.000, 0.000, 0.000, 0.000, 0.023, 0.023, 0.002, 0.003, 0.001, 0.001, 0.002]}